1.
Formula: C2H8S2
Source: the OMol25 dataset
Level of theory: the ωB97M-V functional and the def2-TZVPD basis

## Properties
energy relative to the best compared isomer or geometry (same formula, charge and spin)	28.72	kJ/mol
HOMO level	-9.1	eV
structure (SMILES)	CSS.C

The geometry in XYZ format:
```
12
Properties=species:S:1:pos:R:3:lowdin_charge:R:1
C 2.9793 -0.9557 -0.1352 -0.482
S 1.2690 -0.3637 0.1247 0.334
S 0.2225 -2.0265 0.7265 0.288
H 3.2315 -0.1567 -0.8542 0.015
H 3.6650 -0.8960 0.7155 0.029
H 3.0739 -1.9925 -0.4656 0.032
H 0.5449 -1.9242 2.0009 -0.220
C -2.9873 1.6617 -0.3819 -0.050
H -4.0342 1.5562 -0.6959 0.016
H -2.4159 2.0552 -1.2250 0.013
H -2.9139 2.3976 0.4176 0.017
H -2.6347 0.6448 -0.2274 0.008
```


2.
Formula: C4H10NO3
Source: the OMol25 dataset
Level of theory: the ωB97M-V functional and the def2-TZVPD basis

## Properties
charge	-1
energy relative to the best compared isomer or geometry (same formula, charge and spin)	209.62	kJ/mol
HOMO level	-3.5	eV

The geometry in XYZ format:
```
18
Properties=species:S:1:pos:R:3:lowdin_charge:R:1
C 0.3133 1.5313 -0.7815 -0.562
N -0.2361 0.4147 -1.2086 -0.030
C 1.8127 -0.9021 -0.8031 -0.093
C 0.2808 -0.8242 -0.6443 -0.438
C -0.1169 -1.0405 0.8192 -0.213
O -0.6754 -2.3609 1.0743 -0.115
O 0.9611 1.7710 0.2626 -0.136
H 0.1211 2.3763 -1.4807 0.078
H -1.4489 -2.4480 0.5031 0.064
H 2.0311 -0.5985 -1.8211 0.062
H 2.2569 -1.8896 -0.6324 0.063
H 2.2890 -0.2221 -0.1071 0.054
H -0.1372 -1.6271 -1.2438 0.106
H -0.8168 -0.2832 1.1487 0.090
H 0.7270 -1.0084 1.5099 0.110
H -1.8916 1.8005 1.0707 0.013
H -3.1484 2.7074 0.9294 0.019
O -2.3217 2.6036 1.4046 -0.072
```


3.
Formula: C17H18N4O10P2S3Sr
Source: the OMol25 dataset
Level of theory: the ωB97M-V functional and the def2-TZVPD basis

## Properties
energy relative to the best compared isomer or geometry (same formula, charge and spin)	54.53	kJ/mol
HOMO level	-6.9	eV

The geometry in XYZ format:
```
55
Properties=species:S:1:pos:R:3:lowdin_charge:R:1
Sr -0.8578 0.1103 -1.2325 1.354
O -3.7002 3.6958 0.3351 0.147
C -2.9207 2.6467 0.0671 -0.460
O -2.5371 2.3508 -1.0336 0.024
C -2.5879 1.8399 1.2906 -0.171
C -3.4078 1.7989 2.4074 0.040
C -3.0822 0.9048 3.4146 -0.010
C -1.9462 0.1209 3.2846 0.029
C -1.1628 0.2754 2.1514 -0.159
N -1.4920 1.1094 1.1744 0.119
C 0.1163 -0.4869 1.8658 -0.455
O 0.5985 -1.2927 2.8070 0.171
O 0.7052 -0.3546 0.8249 0.035
H -3.8760 4.1519 -0.5034 0.146
H -4.2856 2.4255 2.4655 0.128
H -3.7130 0.8103 4.2879 0.120
H -1.7078 -0.5953 4.0601 0.119
H 0.0101 -1.3553 3.5676 0.105
N -2.9736 -3.5010 -3.1537 0.183
C -3.2089 -2.9948 -1.7398 -0.515
C -4.2901 -3.8254 -1.0671 -0.071
P -3.7778 -1.2419 -1.9080 0.286
O -2.7812 -0.7334 -3.1429 -0.225
O -5.1603 -1.2696 -2.4263 -0.286
O -3.3046 -0.5102 -0.6966 -0.384
P -1.5658 -3.1186 -0.9219 0.270
O -1.3527 -4.7045 -1.2459 -0.147
O -1.6103 -2.8373 0.5280 -0.275
O -0.6603 -2.3220 -1.8315 -0.439
H -3.7986 -3.3434 -3.7349 0.163
H -2.7291 -4.4927 -3.1228 0.153
H -2.1742 -2.9807 -3.5319 0.139
H -5.2414 -3.7226 -1.5898 0.081
H -4.4227 -3.4597 -0.0498 0.098
H -3.9964 -4.8749 -1.0082 0.084
H -3.2838 -0.1405 -3.7152 0.086
H -0.7356 -5.1057 -0.6244 0.086
S 5.3229 -0.5791 -1.7035 0.569
C 4.1820 0.5834 -1.4719 -1.124
S 2.6559 0.6499 -2.3075 0.929
C 2.1446 2.0549 -1.3771 -1.175
N 3.0592 2.4564 -0.5582 0.019
N 4.1970 1.6660 -0.6526 -0.157
C 5.2659 2.0340 0.2212 -0.218
C 4.9586 2.4067 1.5229 -0.020
C 5.9717 2.7990 2.3816 -0.087
C 7.2900 2.8229 1.9454 -0.097
C 7.5842 2.4612 0.6390 -0.080
C 6.5758 2.0696 -0.2291 -0.046
S 0.5593 2.6989 -1.5552 0.422
H 3.9259 2.4002 1.8414 0.108
H 5.7292 3.0891 3.3960 0.100
H 8.0808 3.1298 2.6175 0.098
H 8.6067 2.4883 0.2851 0.103
H 6.8046 1.7920 -1.2469 0.090
```


4.
Formula: C5H11O2
Source: the OMol25 dataset
Level of theory: the ωB97M-V functional and the def2-TZVPD basis

## Properties
charge	-1
energy relative to the best compared isomer or geometry (same formula, charge and spin)	110.37	kJ/mol
HOMO level	-3.8	eV

The geometry in XYZ format:
```
18
Properties=species:S:1:pos:R:3:lowdin_charge:R:1
C 0.3836 -0.0602 -0.6322 -0.220
C 1.4629 0.9168 -0.1930 -0.134
C -0.0200 0.0594 -2.1611 -0.716
O 1.0067 0.2708 -2.8983 -0.133
O -1.2218 -0.1172 -2.4798 -0.104
H 0.4474 -1.1008 -0.4971 0.078
H -0.5353 0.2509 -0.1572 0.069
H 0.9761 1.8067 0.2730 0.065
H 2.0725 1.2740 -0.9805 0.036
H 2.0073 0.4913 0.7093 0.065
C -0.9067 -0.8871 2.7583 -0.171
C -0.6737 -0.1849 4.0937 -0.187
H -1.8510 -0.7698 2.2875 0.046
H -0.1061 -0.5355 1.9963 0.087
H -1.1124 -1.9108 2.9468 0.041
H 0.4089 -0.3045 4.4034 0.073
H -1.3429 -0.4051 4.9198 0.047
H -0.7206 0.9111 3.9286 0.059
```


5.
Formula: C7H14
Source: the OMol25 dataset
Level of theory: the ωB97M-V functional and the def2-TZVPD basis

## Properties
energy relative to the best compared isomer or geometry (same formula, charge and spin)	488.03	kJ/mol
HOMO level	-7.5	eV

The geometry in XYZ format:
```
21
Properties=species:S:1:pos:R:3:lowdin_charge:R:1
C 2.4365 0.0428 1.2256 -0.129
C 1.9797 -0.3246 -0.2680 -0.298
C 0.5838 -0.8908 -0.2983 -0.127
C -0.6222 -0.0072 -0.4087 -0.318
C -1.7765 -0.6610 -0.0698 -0.092
C -3.1081 0.0498 -0.0202 -0.086
C -0.4189 1.3713 -0.9071 -0.058
H 2.2566 -0.7020 1.9687 0.020
H 3.4863 0.3486 1.2069 0.062
H 1.8368 0.9484 1.3589 0.058
H 2.0936 0.5905 -0.8295 0.075
H 2.8195 -0.9963 -0.6167 0.115
H 0.3259 -1.9361 -0.4425 0.043
H 1.1476 -1.8897 1.1165 0.177
H -1.5521 -1.7125 -0.0668 0.095
H -3.0284 1.1172 0.0752 0.058
H -3.7141 -0.2243 -0.8759 0.073
H -3.6557 -0.2996 0.8604 0.073
H 0.2269 1.3059 -1.7976 0.092
H -1.3878 1.8660 -1.0761 0.075
H 0.0707 2.0038 -0.1347 0.093
```


6.
Formula: C7H14Cl2N4
Source: the OMol25 dataset
Level of theory: the ωB97M-V functional and the def2-TZVPD basis

## Properties
charge	+2
2S+1	3
<S²>	2.041
HOMO level (alpha / beta)	-14.1 / -17.6	eV

The geometry in XYZ format:
```
27
Properties=species:S:1:pos:R:3:lowdin_spin:R:1
C -1.6979 1.4976 -0.5288 0.008
C 0.0021 -0.3985 -0.2165 0.024
C -2.8350 0.9120 0.2684 0.051
C -3.2165 -0.5366 -0.1524 0.563
C -2.6552 1.1257 1.7853 0.003
C 3.4041 -1.8415 -0.6884 0.004
C 1.9599 -1.9288 -0.2456 0.069
N -0.6185 0.7784 -0.8405 -0.013
N -0.6842 -0.9945 0.7054 0.453
N -1.9190 2.7126 -1.0950 0.001
N 1.2569 -0.7319 -0.6509 0.425
Cl -3.0914 -0.8419 -1.7572 0.166
Cl -4.0967 -1.6230 0.8063 0.143
H -3.8362 1.4603 0.0415 0.019
H -2.4442 2.1849 1.6901 0.000
H -1.9009 0.4619 2.1555 0.002
H -3.5419 0.9224 2.2938 0.000
H 3.6427 -2.1975 -1.7191 0.000
H 3.8744 -0.9576 -0.3539 0.000
H 4.0683 -2.5275 -0.1201 0.000
H 1.5533 -2.8926 -0.6019 0.034
H 1.7809 -2.1119 0.8678 0.028
H 0.1350 1.3247 -1.2205 0.000
H -0.2199 -1.8112 1.0948 0.015
H -2.8620 3.1547 -0.8896 0.002
H -1.0127 3.2318 -1.3346 0.000
H 1.7841 -0.0668 -1.3178 0.004
```